(1)
C28H59FO21P2S | ωB97M-V/def2-TZVPD

Each atom is followed by the atoms it is bonded to, with distances in Å.
CARTESIAN COORDINATES (ANGSTROEM)
1 F -1.119 1.072 4.509  P2 1.609
2 P -2.141 2.313 4.569  F1 1.609, P3 2.220, H5 1.414
3 P -1.668 3.253 2.615  P2 2.220, S4 1.937, H6 1.407, H7 1.404
4 S -1.822 2.257 0.961  P3 1.937
5 H -3.252 1.642 4.007  P2 1.414
6 H -2.522 4.358 2.782  P3 1.407
7 H -0.404 3.794 2.900  P3 1.404
8 C -2.403 -1.828 2.801  C9 1.512, H15 1.091, H16 1.091, H17 1.090
9 C -2.086 -1.765 1.323  C8 1.512, O10 1.443, H18 1.088, H19 1.089
10 O -2.781 -2.800 0.598  C9 1.443, C11 1.328
11 C -4.062 -2.559 0.338  O10 1.328, O12 1.203, O13 1.338
12 O -4.682 -1.570 0.627  C11 1.203
13 O -4.559 -3.620 -0.308  C11 1.338, C14 1.432
14 C -5.946 -3.511 -0.647  O13 1.432, H20 1.088, H21 1.089, H22 1.086
15 H -2.195 -2.828 3.187  C8 1.091
16 H -1.798 -1.116 3.362  C8 1.091
17 H -3.453 -1.601 2.983  C8 1.090
18 H -1.033 -1.966 1.135  C9 1.088
19 H -2.328 -0.794 0.893  C9 1.089
20 H -6.134 -2.592 -1.197  C14 1.088
21 H -6.558 -3.523 0.254  C14 1.089
22 H -6.162 -4.378 -1.262  C14 1.086
23 C 3.107 -0.784 -3.094  C24 1.511, H30 1.090, H31 1.090, H32 1.089
24 C 1.907 0.087 -2.799  C23 1.511, O25 1.442, H33 1.088, H34 1.090
25 O 1.256 -0.303 -1.572  C24 1.442, C26 1.328
26 C 1.829 0.134 -0.456  O25 1.328, O27 1.206, O28 1.333
27 O 2.803 0.840 -0.380  C26 1.206
28 O 1.135 -0.338 0.579  C26 1.333, C29 1.427
29 C 1.660 0.009 1.860  O28 1.427, H35 1.088, H36 1.089, H37 1.085
30 H 2.818 -1.835 -3.107  C23 1.090
31 H 3.515 -0.527 -4.072  C23 1.090
32 H 3.884 -0.640 -2.346  C23 1.089
33 H 1.134 -0.029 -3.555  C24 1.088
34 H 2.182 1.139 -2.734  C24 1.090
35 H 1.844 1.080 1.926  C29 1.088
36 H 2.586 -0.531 2.053  C29 1.089
37 H 0.895 -0.278 2.574  C29 1.085
38 C -0.623 8.965 -0.159  C39 1.511, H45 1.091, H46 1.090, H47 1.089
39 C 0.867 8.818 -0.362  C38 1.511, O40 1.441, H48 1.088, H49 1.089
40 O 1.355 7.560 0.144  C39 1.441, C41 1.333
41 C 1.167 6.516 -0.665  O40 1.333, O42 1.205, O43 1.331
42 O 0.681 6.551 -1.767  C41 1.205
43 O 1.634 5.429 -0.057  C41 1.331, C44 1.434
44 C 1.479 4.213 -0.801  O43 1.434, H50 1.088, H51 1.089, H52 1.086
45 H -0.881 8.843 0.893  C38 1.091
46 H -0.939 9.956 -0.485  C38 1.090
47 H -1.168 8.226 -0.744  C38 1.089
48 H 1.421 9.567 0.199  C39 1.088
49 H 1.134 8.901 -1.415  C39 1.089
50 H 1.902 4.310 -1.798  C44 1.088
51 H 0.424 3.949 -0.870  C44 1.089
52 H 2.018 3.453 -0.241  C44 1.086
53 C -2.034 -5.803 1.464  C54 1.510, H60 1.090, H61 1.090, H62 1.090
54 C -2.289 -6.196 0.029  C53 1.510, O55 1.444, H63 1.086, H64 1.090
55 O -1.062 -6.561 -0.639  C54 1.444, C56 1.327
56 C -0.615 -7.789 -0.404  O55 1.327, O57 1.204, O58 1.337
57 O -1.150 -8.638 0.260  C56 1.204
58 O 0.551 -7.927 -1.043  C56 1.337, C59 1.431
59 C 1.187 -9.196 -0.859  O58 1.431, H65 1.088, H66 1.089, H67 1.086
60 H -1.285 -5.012 1.501  C53 1.090
61 H -2.953 -5.424 1.912  C53 1.090
62 H -1.680 -6.652 2.049  C53 1.090
63 H -2.666 -5.354 -0.544  C54 1.086
64 H -2.995 -7.023 -0.045  C54 1.090
65 H 0.502 -10.007 -1.098  C59 1.088
66 H 1.529 -9.303 0.170  C59 1.089
67 H 2.035 -9.200 -1.537  C59 1.086
68 C -1.904 -2.948 9.975  C69 1.512, H75 1.090, H76 1.090, H77 1.089
69 C -1.722 -3.982 8.888  C68 1.512, O70 1.442, H78 1.088, H79 1.089
70 O -1.655 -3.376 7.582  C69 1.442, C71 1.330
71 C -0.477 -2.847 7.261  O70 1.330, O72 1.204, O73 1.334
72 O 0.520 -2.862 7.935  C71 1.204
73 O -0.579 -2.314 6.042  C71 1.334, C74 1.431
74 C 0.622 -1.706 5.558  O73 1.431, H80 1.088, H81 1.089, H82 1.085
75 H -2.781 -2.332 9.772  C68 1.090
76 H -2.047 -3.446 10.935  C68 1.090
77 H -1.029 -2.304 10.048  C68 1.089
78 H -2.580 -4.648 8.826  C69 1.088
79 H -0.824 -4.577 9.049  C69 1.089
80 H 1.457 -2.402 5.610  C74 1.088
81 H 0.855 -0.811 6.132  C74 1.089
82 H 0.409 -1.444 4.527  C74 1.085
83 C 2.164 -6.443 -3.516  C84 1.509, H90 1.089, H91 1.090, H92 1.089
84 C 3.290 -5.765 -2.775  C83 1.509, O85 1.443, H93 1.088, H94 1.089
85 O 4.535 -6.480 -2.924  C84 1.443, C86 1.329
86 C 5.185 -6.259 -4.062  O85 1.329, O87 1.205, O88 1.334
87 O 4.859 -5.496 -4.936  C86 1.205
88 O 6.289 -7.008 -4.065  C86 1.334, C89 1.431
89 C 7.096 -6.870 -5.239  O88 1.431, H95 1.088, H96 1.089, H97 1.085
90 H 2.075 -7.482 -3.200  C83 1.089
91 H 1.223 -5.942 -3.290  C83 1.090
92 H 2.328 -6.417 -4.593  C83 1.089
93 H 3.109 -5.769 -1.702  C84 1.088
94 H 3.430 -4.737 -3.105  C84 1.089
95 H 7.332 -5.824 -5.421  C89 1.088
96 H 6.578 -7.278 -6.106  C89 1.089
97 H 7.999 -7.438 -5.037  C89 1.085
98 C -1.612 8.655 -5.786  C99 1.511, H105 1.090, H106 1.090, H107 1.089
99 C -0.336 9.175 -5.166  C98 1.511, O100 1.444, H108 1.088, H109 1.089
100 O -0.184 10.597 -5.368  C99 1.444, C101 1.329
101 C -0.886 11.367 -4.543  O100 1.329, O102 1.205, O103 1.333
102 O -1.613 10.985 -3.661  C101 1.205
103 O -0.647 12.642 -4.851  C101 1.333, C104 1.431
104 C -1.358 13.590 -4.048  O103 1.431, H110 1.088, H111 1.089, H112 1.085
105 H -1.657 8.918 -6.843  C98 1.090
106 H -1.643 7.569 -5.697  C98 1.090
107 H -2.484 9.067 -5.280  C98 1.089
108 H 0.542 8.747 -5.644  C99 1.088
109 H -0.294 8.960 -4.098  C99 1.089
110 H -1.185 13.404 -2.991  C104 1.088
111 H -2.426 13.535 -4.253  C104 1.089
112 H -0.968 14.561 -4.336  C104 1.085

Calculated values
frontier orbital gap = 0.3297 Ha
E_tot = -105122.796 eV
SMILES string = CCOC(=O)OC.CCOC(=O)OC.CCOC(=O)OC.CCOC(=O)OC.CCOC(=O)OC.CCOC(=O)OC.CCOC(=O)OC.FP[PH2]=S
E_LUMO = -0.072 eV

(2)
C28H60BClFIN2O10 | ωB97M-V/def2-TZVPD

Each atom is followed by the atoms it is bonded to, with distances in Å.
CARTESIAN COORDINATES (ANGSTROEM)
1 C -0.576 0.862 7.439  C2 1.663, H36 1.186, H37 1.191, H38 1.172
2 C -1.253 0.642 5.936  C1 1.663, C3 1.672, H39 1.173, H40 1.193
3 C -2.671 1.528 5.903  C2 1.672, O4 1.471, H41 1.170, H42 1.194
4 O -3.449 1.247 4.687  C3 1.471, C5 1.502
5 C -3.388 2.408 3.737  O4 1.502, C6 1.676, H43 1.168, H44 1.195
6 C -4.294 2.122 2.356  C5 1.676, Cl7 1.895, O8 1.436, C26 1.675
7 Cl -5.510 0.791 2.937  C6 1.895
8 O -3.543 1.747 1.190  C6 1.436, C9 1.433
9 C -2.469 0.805 1.312  O8 1.433, F10 1.472, C11 1.675, O18 1.507
10 F -2.576 -0.282 2.300  C9 1.472
11 C -0.945 1.485 1.447  C9 1.675, C12 1.673, H45 1.194, H46 1.170
12 C -0.155 1.478 -0.028  C11 1.673, C13 1.673, H47 1.176, H48 1.194
13 C 1.180 2.479 0.093  C12 1.673, C14 1.639, H49 1.171, H50 1.193
14 C 1.225 3.637 -1.066  C13 1.639, C15 1.670, H51 1.170, H52 1.193
15 C 2.034 3.165 -2.449  C14 1.670, O16 1.473, H53 1.193, H54 1.171
16 O 1.071 2.405 -3.266  C15 1.473, C17 1.474
17 C 1.440 0.978 -3.274  O16 1.474, H55 1.171, H56 1.179, H57 1.187
18 O -2.398 0.095 -0.015  C9 1.507, C19 1.472
19 C -3.523 -0.844 -0.156  O18 1.472, C20 1.639, H58 1.184, H59 1.187
20 C -3.138 -2.426 0.035  C19 1.639, N21 1.512, H60 1.187, H61 1.190
21 N -2.092 -2.954 -0.921  C20 1.512, C22 1.513, H62 1.043
22 C -1.097 -3.875 -0.249  N21 1.513, C23 1.667, H63 1.188, H64 1.185
23 C 0.354 -3.057 -0.175  C22 1.667, C24 1.650, O25 1.490, H65 1.170
24 C 1.549 -4.185 -0.313  C23 1.650, H66 1.171, H67 1.172, H68 1.183
25 O 0.464 -2.268 1.085  C23 1.490, H69 1.008
26 C -5.171 3.542 2.214  C6 1.675, N27 1.517, C32 1.622, H70 1.200
27 N -4.304 4.787 2.251  C26 1.517, B28 1.502, H71 1.050
28 B -3.635 5.130 0.951  N27 1.502, O29 1.504, O30 1.479
29 O -2.131 5.118 0.936  B28 1.504, H72 1.021
30 O -4.286 5.532 -0.315  B28 1.479, C31 1.496
31 C -3.349 5.185 -1.429  O30 1.496, H73 1.189, H74 1.192, H75 1.191
32 C -6.372 3.540 1.124  C26 1.622, I33 2.239, C34 1.627, H76 1.197
33 I -8.354 2.928 1.968  C32 2.239
34 C -6.106 2.844 -0.322  C32 1.627, C35 1.636, H77 1.194, H78 1.195
35 C -6.708 1.336 -0.523  C34 1.636, H79 1.193, H80 1.167, H81 1.194
36 H -1.460 1.200 8.152  C1 1.186
37 H 0.208 1.749 7.302  C1 1.191
38 H -0.092 -0.120 7.858  C1 1.172
39 H -0.486 0.979 5.115  C2 1.173
40 H -1.499 -0.512 5.759  C2 1.193
41 H -2.507 2.662 6.140  C3 1.170
42 H -3.310 1.090 6.811  C3 1.194
43 H -2.299 2.759 3.506  C5 1.168
44 H -3.878 3.295 4.370  C5 1.195
45 H -1.145 2.642 1.661  C11 1.194
46 H -0.310 1.010 2.307  C11 1.170
47 H 0.217 0.404 -0.330  C12 1.176
48 H -0.824 1.990 -0.874  C12 1.194
49 H 2.193 1.894 0.052  C13 1.171
50 H 1.170 3.052 1.139  C13 1.193
51 H 0.183 4.051 -1.401  C14 1.170
52 H 1.844 4.577 -0.669  C14 1.193
53 H 2.369 4.101 -3.108  C15 1.193
54 H 3.017 2.579 -2.202  C15 1.171
55 H 2.090 0.683 -4.203  C17 1.171
56 H 1.973 0.640 -2.279  C17 1.179
57 H 0.422 0.370 -3.327  C17 1.187
58 H -4.432 -0.627 0.571  C19 1.184
59 H -3.965 -0.730 -1.252  C19 1.187
60 H -4.130 -3.055 -0.134  C20 1.187
61 H -2.867 -2.584 1.183  C20 1.190
62 H -1.637 -2.189 -1.465  N21 1.043
63 H -0.994 -4.925 -0.795  C22 1.188
64 H -1.360 -4.134 0.877  C22 1.185
65 H 0.502 -2.298 -1.053  C23 1.170
66 H 2.011 -4.337 0.752  C24 1.171
67 H 1.182 -5.228 -0.700  C24 1.172
68 H 2.317 -3.769 -1.110  C24 1.183
69 H 0.122 -2.808 1.865  O25 1.008
70 H -5.738 3.576 3.271  C26 1.200
71 H -4.923 5.562 2.596  N27 1.050
72 H -1.905 5.854 1.605  O29 1.021
73 H -3.888 5.207 -2.488  C31 1.189
74 H -2.475 5.991 -1.516  C31 1.192
75 H -2.923 4.077 -1.327  C31 1.191
76 H -6.587 4.693 0.882  C32 1.197
77 H -4.967 2.859 -0.681  C34 1.194
78 H -6.666 3.521 -1.132  C34 1.195
79 H -6.088 0.714 -1.332  C35 1.193
80 H -6.868 0.716 0.453  C35 1.167
81 H -7.791 1.470 -1.007  C35 1.194
82 C 5.589 -1.488 -2.537  O83 1.417, H91 1.095, H92 1.090, H93 1.097
83 O 5.790 -2.846 -2.889  C82 1.417, C84 1.429
84 C 5.575 -3.087 -4.280  O83 1.429, C85 1.531, H94 1.096, H95 1.095
85 C 6.315 -4.351 -4.724  C84 1.531, O86 1.435, H96 1.096, H97 1.091
86 O 7.720 -4.142 -4.923  C85 1.435, C87 1.437
87 C 8.504 -3.977 -3.730  O86 1.437, C88 1.530, H98 1.091, H99 1.094
88 C 8.699 -5.282 -2.954  C87 1.530, O89 1.429, H100 1.095, H101 1.094
89 O 7.523 -5.601 -2.206  C88 1.429, C90 1.418
90 C 7.410 -6.989 -1.945  O89 1.418, H102 1.095, H103 1.094, H104 1.095
91 H 4.549 -1.195 -2.714  C82 1.095
92 H 5.818 -1.366 -1.478  C82 1.090
93 H 6.264 -0.840 -3.111  C82 1.097
94 H 5.921 -2.234 -4.877  C84 1.096
95 H 4.498 -3.218 -4.430  C84 1.095
96 H 5.924 -4.642 -5.705  C85 1.096
97 H 6.132 -5.191 -4.053  C85 1.091
98 H 8.100 -3.183 -3.101  C87 1.091
99 H 9.486 -3.640 -4.074  C87 1.094
100 H 9.523 -5.168 -2.241  C88 1.095
101 H 8.937 -6.087 -3.655  C88 1.094
102 H 7.377 -7.554 -2.883  C90 1.095
103 H 6.471 -7.162 -1.410  C90 1.094
104 H 8.243 -7.333 -1.323  C90 1.095

Calculated values
frontier orbital gap = 0.3131 Ha
E_tot = -77469.108 eV
SMILES string = CCCOC[C@](Cl)(O[C@](F)(CCCCCOC)OCCNC[C@H](C)O)[C@@H](NB(O)OC)[C@H](I)CC.COCCOCCOC
E_LUMO = 0.055 eV